90
Properties=species:S:1:pos:R:3 method="wB97M-V/def2-TZVPD" e_above_lowest_kcal_mol=40.3 charge=-1 largest_force_ev_per_a=0.7 lumo_ev=1.933
Cd 1.17922 -0.57892 -1.94222
C 1.61268 2.36707 0.58027
C 2.33791 2.65717 -0.71319
C 2.72581 4.00250 -0.93732
C 3.43666 4.32232 -2.04680
C 3.77019 3.31580 -2.97487
C 4.53142 3.61536 -4.12416
C 4.81557 2.62491 -5.01769
C 4.34085 1.32265 -4.79593
C 3.59349 0.97459 -3.68373
S 3.06143 -0.69053 -3.55621
C 3.30227 1.99703 -2.71707
N 2.59133 1.70275 -1.58112
H 1.34487 3.33136 1.01313
H 2.31220 1.88359 1.27302
H -0.03221 1.33479 1.48044
H 2.44400 4.75619 -0.21408
H 3.74937 5.34355 -2.23580
H 4.87077 4.63379 -4.27688
H 5.39763 2.84215 -5.90617
H 4.54200 0.54187 -5.51952
C -2.34737 -6.25992 1.63727
C -3.26793 -5.56304 0.63507
C -4.66476 -5.30924 1.18671
C -4.61753 -4.29609 2.32503
C -3.90994 -3.04230 1.87359
C -4.17281 -1.82884 2.46903
C -3.52388 -0.67931 2.03138
F -3.81079 0.47608 2.64715
C -2.62609 -0.70296 1.00392
C -2.34682 -1.92279 0.37933
C -1.38256 -1.94706 -0.73154
O -0.95266 -0.86294 -1.16056
C -1.06404 -3.24503 -1.25624
C -1.73577 -4.32342 -0.77425
N -2.67483 -4.29443 0.19110
C -2.97993 -3.09164 0.81848
C -0.02142 -3.55444 -2.33679
O -0.01376 -4.71216 -2.76827
O 0.74804 -2.60728 -2.68653
H -2.81997 -7.16865 2.01660
H -2.12021 -5.60134 2.47694
H -1.40512 -6.53231 1.15998
H -3.35406 -6.18963 -0.25190
H -5.09261 -6.25602 1.51817
H -5.29650 -4.91753 0.38490
H -4.10757 -4.72877 3.18977
H -5.62707 -4.04457 2.65063
H -4.88916 -1.76159 3.27958
H -2.12531 0.19823 0.66994
H -1.50740 -5.29055 -1.20807
C -4.01619 4.29018 1.65187
Ge -2.02573 4.19893 1.25202
C -1.49777 3.29013 2.99501
C -1.55793 6.09166 1.84437
C 0.34720 1.53071 0.47632
H -4.20320 4.89472 2.55199
H -4.40514 3.27994 1.83210
H -4.58595 4.72511 0.82422
H -1.97480 3.79527 3.84794
H -0.41113 3.30941 3.15279
H -1.81952 2.24150 3.00056
H -2.16151 6.39149 2.71446
H -1.73274 6.81807 1.04258
H -0.49899 6.16106 2.12655
H 0.51832 0.56600 0.01364
H -0.43105 2.07084 -0.05394
C 5.41554 -1.67675 2.13808
N 4.09420 -1.59065 1.57008
C 2.88445 -1.79412 2.33056
C 1.81424 -1.56893 1.25655
O 0.62662 -1.69425 1.44747
N 2.43836 -1.22678 0.07912
C 3.75336 -1.27535 0.29633
N 4.64959 -1.00891 -0.64377
H 5.44154 -1.14725 3.09194
H 6.14494 -1.20335 1.48401
H 5.71783 -2.71280 2.31076
H 2.77069 -1.05899 3.13095
H 2.81205 -2.79641 2.75359
H 4.28800 -0.89344 -1.59978
H 5.61055 -1.26015 -0.51408
N -0.64971 3.04510 -2.34338
C -0.90862 1.86293 -2.95932
N -2.22245 1.60710 -3.22977
O -0.02542 1.06397 -3.29674
H -1.34838 3.49556 -1.76746
H 0.29916 3.16519 -2.04205
H -2.94333 2.11393 -2.74841
H -2.42474 0.65886 -3.49168


105
Properties=species:S:1:pos:R:3 method="wB97M-V/def2-TZVPD" e_above_lowest_kcal_mol=0.0 charge=+1 largest_force_ev_per_a=2.9 lumo_ev=-8.539
C 4.93828 -2.86199 2.99993
C 3.90311 -2.59333 2.46114
C 2.66477 -2.10884 1.96836
C 2.44636 -1.64105 0.72363
C 3.48501 -1.62384 -0.35402
O 3.43364 -2.50089 -1.18356
C 4.57463 -0.53300 -0.51567
F 4.20752 0.49041 0.31561
F 4.50866 -0.04381 -1.75414
C 6.02680 -0.93229 -0.10657
F 6.84213 -0.05419 -0.73672
F 6.23845 -0.74267 1.19821
C 6.50436 -2.34581 -0.54827
F 7.81656 -2.40650 -0.21378
F 5.90272 -3.32329 0.14021
C 6.46035 -2.66295 -2.06966
O 6.44520 -3.81380 -2.38258
O 6.49185 -1.66991 -2.97424
C 1.04228 -1.11891 0.44274
O 0.61322 -1.15586 -0.69925
C 0.21004 -0.58033 1.55695
C -0.79943 0.49952 1.25385
C -1.94597 0.04778 0.32830
C -3.28149 0.74756 0.63722
C -4.42026 0.15994 -0.18300
F -5.25835 1.18119 -0.51993
F -3.92819 -0.34864 -1.35455
C -5.29713 -0.89654 0.54921
F -5.53410 -0.55214 1.80831
F -4.70722 -2.09572 0.44808
F -6.48469 -0.99873 -0.04903
C 0.43496 -1.06377 2.79073
C -0.24059 -0.67525 4.03517
Br 0.89282 0.22093 5.29629
C -1.50515 -0.90479 4.37614
C -2.12218 -0.50351 5.67730
Br -2.65332 -1.83282 3.15444
C 1.49786 -2.13214 2.94498
O 1.39660 -2.98205 3.77928
H 5.81044 -2.96414 3.61175
H 7.07449 -1.96575 -3.69131
H -0.30044 1.33591 0.74677
H -1.21612 0.91590 2.17184
H -2.10497 -1.02865 0.43264
H -1.71678 0.20713 -0.74134
H -3.52640 0.72956 1.69943
H -3.18745 1.79935 0.34078
H -1.77737 0.46654 6.03474
H -1.83110 -1.24929 6.42445
H -3.20951 -0.52749 5.64142
O -3.16890 -1.69957 8.08436
V -4.42218 -1.17037 9.06658
O -5.66580 -0.72224 10.05917
Br -5.86919 3.26397 0.46054
Li -1.27122 0.88407 -2.51918
C -7.38611 -2.29059 -6.17633
C -5.90291 -2.62476 -6.15525
O -5.07187 -1.60758 -5.59361
C -4.95466 -1.48720 -4.19392
O -4.67704 -2.58702 -3.57654
C -6.19642 -0.76207 -3.52159
F -6.66252 0.20526 -4.31782
F -5.78354 -0.17756 -2.38977
F -7.21211 -1.56028 -3.22120
H -7.54986 -1.24757 -6.44523
H -7.89824 -2.92823 -6.89737
H -7.85315 -2.46768 -5.21103
H -5.56961 -2.70786 -7.19044
H -5.71391 -3.59766 -5.69695
H -4.18410 -0.67071 -4.12069
C 5.84781 2.96562 -2.01300
C 6.76278 4.01033 -2.63622
C 5.85520 4.62760 -3.68916
O 4.51276 4.53638 -3.18362
C 4.50234 3.67469 -2.04959
H 6.14363 2.66259 -1.00844
H 5.81763 2.07334 -2.64388
H 7.03482 4.76013 -1.89020
H 7.67995 3.59851 -3.05328
H 5.90000 4.07046 -4.62938
H 6.09850 5.66952 -3.89264
H 4.35714 4.29519 -1.15631
H 3.66085 2.97544 -2.13078
Mg 0.43380 2.93764 -1.30270
F -4.85094 4.33963 10.66648
Al -3.42679 3.42497 10.54501
F -2.24015 4.29034 9.67743
F -3.76484 1.97163 9.67770
F -2.84395 3.01225 12.08702
C 4.10012 0.21632 -6.96095
C 4.34950 0.41984 -5.48123
O 4.38150 1.84007 -5.31326
S 3.37770 2.52748 -6.36971
O 2.14607 2.79421 -5.71411
O 4.08863 3.52047 -7.07972
O 3.17686 1.25044 -7.31994
H 5.01365 0.35575 -7.54184
H 3.67778 -0.76054 -7.18160
H 5.28444 -0.02381 -5.14874
H 3.52545 0.02366 -4.88090
N -8.41245 -0.91268 11.37533
O -9.14677 -0.20049 10.70222
O -7.86040 -0.46835 12.37254
O -8.21890 -2.08326 11.04343
Li 1.23469 -3.80680 -0.23196


115
Properties=species:S:1:pos:R:3 method="wB97M-V/def2-TZVPD" smiles="COC[C@@H](O[C@H](I)CCCN)C(F)(F)F.COP(=O)(OC)OC.COP(=O)(OC)OC.COP(=O)(OC)OC.COP(=O)(OC)OC.COP(=O)(OC)OC" largest_force_ev_per_a=8.4 lumo_ev=-2.361
C -0.56076 -2.21401 -3.23762
O -0.70063 -1.29882 -2.17353
C 0.51187 -1.02479 -1.51048
C 1.12377 0.32485 -1.92391
O 1.52273 0.93966 -0.73238
C 1.85358 2.30744 -0.84947
I 2.78849 2.79873 1.03687
C 0.66176 3.18900 -1.16269
C 0.92836 4.69086 -0.91012
C 0.64181 5.63950 -2.09547
N 1.95060 6.07852 -2.65851
C 2.29349 0.16296 -2.92442
F 2.23593 -0.96723 -3.65957
F 3.48805 0.18208 -2.32818
F 2.27439 1.17508 -3.81912
H 0.22477 -2.95742 -3.06903
H -1.48201 -2.74939 -3.45105
H -0.32249 -1.64382 -4.14066
H 0.25420 -0.91956 -0.45955
H 1.24289 -1.82871 -1.59532
H 0.33717 0.84513 -2.47423
H 2.63041 2.49615 -1.58848
H 0.46842 3.06728 -2.22654
H -0.22766 2.83644 -0.65150
H 1.94623 4.91073 -0.60826
H 0.26274 4.98929 -0.10030
H 0.04734 5.17810 -2.86712
H 0.16117 6.52722 -1.68462
H 2.20323 6.97894 -2.27939
H 1.89087 6.15213 -3.66318
C -0.88530 -0.48494 2.01649
O -1.41306 -0.38026 3.36738
P -2.03978 -1.70431 4.11323
O -3.18300 -1.18654 4.87152
O -0.75252 -1.93280 5.08832
C 0.57119 -1.97466 4.54635
O -2.38522 -3.30464 3.98055
C -1.59792 -4.10670 3.06673
H -1.32639 0.30173 1.40706
H 0.19568 -0.34760 2.03715
H -1.11357 -1.45009 1.56230
H 1.05102 -1.00379 4.67668
H 0.57879 -2.23901 3.48697
H 1.13928 -2.72529 5.09221
H -0.61776 -4.31647 3.49827
H -1.47413 -3.61153 2.10347
H -2.12159 -5.04567 2.90872
C 3.85494 -4.42634 -3.69141
O 3.37050 -4.32662 -2.33389
P 2.70573 -5.63145 -1.48851
O 1.68172 -4.79587 -0.81047
O 4.05151 -5.75772 -0.55507
C 5.31223 -6.09206 -1.14215
O 2.14250 -7.06890 -0.83978
C 2.66257 -8.32424 -1.32470
H 3.40454 -3.62857 -4.27985
H 4.93853 -4.30240 -3.69915
H 3.60274 -5.38289 -4.14872
H 5.89746 -5.18412 -1.29737
H 5.20102 -6.61486 -2.09586
H 5.84787 -6.74264 -0.45381
H 3.66099 -8.50245 -0.91801
H 2.70039 -8.34908 -2.41418
H 1.99887 -9.11442 -0.98445
C -4.86767 5.68840 -2.99262
O -3.67986 4.93162 -3.34621
P -3.11804 3.72328 -2.36957
O -1.65995 3.85766 -2.46152
O -3.67523 2.54741 -3.35888
C -5.03639 2.53978 -3.79087
O -3.29551 2.79309 -1.02635
C -4.60580 2.62450 -0.43966
H -4.63551 6.74876 -3.06432
H -5.66702 5.45372 -3.69491
H -5.21062 5.47543 -1.98006
H -5.10591 2.96713 -4.79245
H -5.68970 3.09772 -3.11627
H -5.37745 1.50704 -3.82384
H -5.19621 1.92407 -1.03316
H -5.13314 3.57526 -0.35877
H -4.47424 2.21638 0.55835
C -7.08800 -6.21244 7.80640
O -6.82319 -7.11376 6.70237
P -7.14870 -6.66325 5.14608
O -7.65301 -7.88826 4.52409
O -5.58872 -6.38938 4.76339
C -4.77763 -5.55552 5.59762
O -7.72482 -5.48134 4.16064
C -7.64352 -4.10314 4.58840
H -7.66594 -6.74695 8.55793
H -6.14386 -5.89404 8.24799
H -7.64995 -5.33026 7.49858
H -4.17106 -6.17759 6.25805
H -5.37699 -4.86806 6.19753
H -4.11855 -4.96747 4.96257
H -6.62232 -3.73214 4.48163
H -7.97005 -3.98457 5.62220
H -8.29881 -3.51735 3.94984
C 6.44199 7.77199 -3.30986
O 6.12888 8.47054 -2.07954
P 5.51803 7.65391 -0.77851
O 4.54271 8.58371 -0.20676
O 6.92614 7.67521 0.05226
C 8.13771 7.24132 -0.56239
O 5.04435 6.20299 -0.19414
C 5.61905 4.99784 -0.74850
H 5.97385 8.30191 -4.13723
H 7.52191 7.76867 -3.45977
H 6.08096 6.74300 -3.30808
H 8.70368 8.10727 -0.91072
H 7.95923 6.56750 -1.40360
H 8.72806 6.71132 0.18288
H 6.63057 4.84420 -0.36594
H 5.63658 5.03425 -1.83877
H 4.98907 4.16946 -0.44374


7
Properties=species:S:1:pos:R:3 method="wB97M-V/def2-TZVPD" charge=+1 largest_force_ev_per_a=7.5 multiplicity=4 lumo_ev="-6.856 / -8.801"
O -0.84253 2.50400 -0.42003
Pt -2.01102 3.10230 -1.45870
H -0.57367 1.97785 0.72932
C -0.01363 1.31478 2.10397
F 1.27103 0.98692 2.02039
F -0.15412 2.14461 3.13058
F -0.69418 0.20767 2.38368